One molecule with the formula C14H7Cl3O4S at a distorted geometry. Source: the Open Molecules 2025 dataset; level of theory: ωB97M-V/def2-TZVPD.

Each line ends with the Löwdin charge.
Cartesian coordinates (Å):
O: 0.7360 -2.1514 3.8619  0.152
C: 0.2295 -1.7453 2.8450  -0.408
O: -0.5517 -0.6431 2.6946  0.058
C: -0.9332 -0.5567 1.3156  -0.684
Cl: -2.7036 -0.7444 1.2233  0.790
C: -0.4719 0.7580 0.6709  -0.156
C: 0.8402 1.2194 0.8524  0.031
C: 1.3455 2.2684 0.0694  -0.076
C: 0.5362 2.9127 -0.8353  -0.644
Cl: 1.2730 4.1888 -1.7539  0.723
C: -0.7812 2.5248 -1.0138  -0.294
S: -1.7904 3.4240 -2.2513  0.422
O: -1.1370 3.3250 -3.5793  -0.368
O: -3.1150 2.7804 -2.3205  -0.351
Cl: -1.8734 5.3923 -1.5965  0.368
C: -1.2975 1.4510 -0.2506  -0.006
C: -0.1894 -1.6536 0.6513  -0.183
C: -0.1087 -1.9432 -0.7216  0.009
C: 0.7266 -2.9484 -1.1685  -0.055
C: 1.4819 -3.6766 -0.2456  -0.041
C: 1.3914 -3.3608 1.1291  0.030
C: 0.5599 -2.3337 1.5494  -0.099
H: 1.4878 0.6727 1.5439  0.138
H: 2.3738 2.5471 0.1532  0.106
H: -2.3400 1.1902 -0.3774  0.083
H: -0.6550 -1.3630 -1.4596  0.125
H: 0.8088 -3.1769 -2.2127  0.106
H: 2.1202 -4.4799 -0.5866  0.106
H: 2.0372 -3.8778 1.8130  0.118

Computed properties:
- HOMO: -9.97 eV
- Frontier orbital gap: 0.3324 Eh
- Total charge: 0
- SMILES: O=C1O[C@@](Cl)(c2ccc(Cl)c(S(=O)(=O)Cl)c2)c2ccccc21
- Energy relative to the best compared isomer or geometry (same formula, charge and spin): 0.0 kcal per mole
- Maximum force: 0.1008 Eh/bohr
- E_LUMO: -0.930 eV

---

C14H8AuCl3F9GeN5OS2 as an isolated structure. Source: the Open Molecules 2025 dataset; level of theory: ωB97M-V/def2-TZVPD.

Each line ends with the Löwdin charge.
Cartesian coordinates (Å):
Au: -0.1875 0.1229 -0.3111  0.912
C: -2.7664 -2.3836 -1.5406  -0.036
C: -1.3411 -2.5731 -1.8520  -0.517
N: -0.3702 -1.7619 -1.5605  0.006
C: 0.8581 -2.2384 -1.9402  -0.288
C: 0.8113 -3.4736 -2.5793  -0.247
S: -0.7782 -4.0257 -2.6747  1.214
C: 2.0139 -1.5238 -1.5380  -0.280
C: 3.3326 -1.9269 -1.7014  -0.242
S: 4.3729 -0.8413 -0.9411  1.225
C: 3.0115 0.1340 -0.4354  -0.521
N: 1.8701 -0.3497 -0.8342  -0.011
C: 3.2428 1.3402 0.3792  -0.086
H: -2.9053 -1.4621 -0.9797  0.049
H: -3.1309 -3.2291 -0.9520  0.110
H: -3.3532 -2.3440 -2.4618  0.111
H: 1.6357 -4.0513 -2.9680  0.104
H: 3.7069 -2.7962 -2.2189  0.105
H: 4.3074 1.5628 0.4267  0.095
H: 2.8770 1.1723 1.3966  0.025
H: 2.7052 2.1998 -0.0180  0.069
Cl: 2.2444 2.8288 3.4475  0.121
Ge: 0.4526 1.6285 2.9846  0.146
Cl: -1.2584 2.6927 3.8796  0.121
Cl: 0.1457 2.3496 0.7461  0.201
F: -0.5157 -2.4876 4.7266  0.193
C: -0.2867 -1.3465 4.0834  -0.564
F: -1.4690 -0.8004 3.7708  0.149
F: 0.3188 -0.5070 4.9473  0.131
C: 0.5685 -1.4943 2.7734  -0.311
O: 0.5049 -0.3527 2.0328  -0.375
C: 2.0608 -1.7523 3.1573  -0.537
F: 2.2232 -2.7341 4.0411  0.198
F: 2.5942 -0.6325 3.6629  0.141
F: 2.7963 -2.0519 2.0601  0.136
C: 0.0044 -2.7000 1.9633  -0.523
F: 0.7640 -2.9441 0.8612  0.125
F: -0.0539 -3.8412 2.6437  0.195
F: -1.2287 -2.4209 1.5111  0.154
N: -2.1854 0.3511 -0.0003  -0.066
C: -2.9257 0.6206 0.8932  -0.345
N: -3.6624 0.8997 1.8282  0.129
C: -4.8779 1.1432 2.2163  -0.349
N: -5.9474 1.3258 2.6152  0.131

Computed properties:
- <S²>: 3.782
- HOMO (spin up / spin down): -10.35 / -11.19 eV
- 2S+1: 4
- Frontier orbital gap (spin up / spin down): 0.1831 / 0.1018 Eh
- Total charge: +1
- Energy relative to the best compared isomer or geometry (same formula, charge and spin): 12.9 kcal per mole
- Maximum force: 0.0144 Eh/bohr
- E_LUMO (spin up / spin down): -5.371 / -8.421 eV

---

One molecule with the formula C14H8F2N4O at a distorted geometry. Source: the Open Molecules 2025 dataset; level of theory: ωB97M-V/def2-TZVPD.

Each line ends with the Löwdin charge.
Cartesian coordinates (Å):
N: 4.3895 4.2893 -0.4656  0.164
C: 3.3635 3.7413 -0.3457  -0.133
C: 2.1346 3.0583 -0.0768  -0.205
N: 1.0562 3.7544 0.3681  0.110
C: -0.1037 3.1049 0.6099  -0.113
C: -0.2233 1.7433 0.4552  -0.002
C: 0.8624 1.0108 0.0189  -0.102
C: 1.1509 -0.4108 -0.1517  -0.135
N: 0.3718 -1.5162 0.2304  0.088
C: -1.0288 -1.5723 0.1576  -0.255
C: -1.7638 -2.3824 1.0051  0.028
C: -3.1592 -2.4004 0.9665  -0.244
F: -3.8724 -3.1079 1.8837  0.057
C: -3.8453 -1.7170 -0.0552  0.053
C: -3.1091 -0.9123 -0.9353  -0.272
F: -3.7929 -0.1450 -1.7724  0.089
C: -1.7039 -0.8423 -0.8326  0.032
C: 2.4939 -0.4358 -0.5035  -0.289
N: 3.2464 -1.5999 -0.6310  0.156
O: 3.0504 0.7760 -0.6314  0.139
C: 2.0471 1.6573 -0.2471  -0.129
H: -0.9172 3.7131 0.9324  0.102
H: -1.1626 1.2641 0.7762  0.122
H: 0.8459 -2.2279 0.7916  0.148
H: -1.2267 -2.9143 1.7752  0.119
H: -4.9311 -1.7116 -0.0915  0.126
H: -1.1508 -0.1840 -1.4997  0.125
H: 4.1783 -1.5138 -1.0325  0.110
H: 2.8001 -2.5187 -0.6989  0.109

Computed properties:
- HOMO: -7.95 eV
- Frontier orbital gap: 0.2895 Eh
- Total charge: 0
- SMILES: N#Cc1nccc2c(Nc3cc(F)cc(F)c3)c(N)oc12
- Energy relative to the best compared isomer or geometry (same formula, charge and spin): 0.0 kcal per mole
- Maximum force: 0.0640 Eh/bohr
- E_LUMO: -0.071 eV